C67H82BiGe2N2OPSb as an isolated structure. Source: the Open Molecules 2025 dataset; level of theory: ωB97M-V/def2-TZVPD.

```
157
C67H82BiGe2N2OPSb | the Open Molecules 2025 dataset | ωB97M-V/def2-TZVPD
Bi -0.1170 -0.1550 0.5563
N 1.9146 2.0270 0.1208
C 3.3037 2.2750 0.5298
C 3.3492 2.8090 1.9455
N 3.0006 1.7450 2.8847
H 1.8873 1.6836 -0.8351
H 1.4055 2.9073 0.1048
H 3.8144 2.9731 -0.1456
H 3.8445 1.3280 0.5067
H 2.6948 3.6928 2.0135
H 4.3639 3.1437 2.1644
H 2.0296 1.4773 2.7630
H 3.1023 2.0483 3.8457
C -2.7292 4.2826 0.9696
C -1.5747 3.3389 0.6261
Ge -1.3663 1.8396 1.8857
C -0.4531 2.4415 3.5295
C -1.3422 3.3066 4.4263
C -3.1358 1.2380 2.4283
C -3.6654 0.0218 2.2704
Ge -2.5914 -1.3503 1.3169
C -2.2645 -3.1150 2.1490
C -3.3441 -4.1984 2.1544
C -3.1922 -1.5518 -0.5538
C -4.6565 -1.9436 -0.7612
C -5.0530 -0.3168 2.7018
C -5.5824 -1.5793 2.4577
C -6.8727 -1.9202 2.8369
C -7.6704 -0.9878 3.4770
C -7.1638 0.2817 3.7287
C -5.8762 0.6125 3.3471
H -2.8121 5.0751 0.2225
H -2.5902 4.7622 1.9390
H -3.6827 3.7530 0.9941
H -0.6297 3.8889 0.5946
H -1.7128 2.9068 -0.3676
H 0.4389 2.9987 3.2319
H -0.1099 1.5617 4.0808
H -1.5919 4.2552 3.9503
H -0.8308 3.5358 5.3626
H -2.2750 2.8013 4.6795
H -3.7401 2.0129 2.8975
H -1.9265 -2.9171 3.1680
H -1.3993 -3.4809 1.5918
H -4.1538 -3.9737 2.8449
H -2.9055 -5.1461 2.4728
H -3.7711 -4.3575 1.1623
H -2.5327 -2.2952 -1.0036
H -2.9853 -0.6011 -1.0534
H -4.8848 -2.9189 -0.3308
H -4.8769 -1.9998 -1.8293
H -5.3383 -1.2172 -0.3195
H -4.9811 -2.3150 1.9461
H -7.2520 -2.9123 2.6280
H -8.6785 -1.2429 3.7748
H -7.7786 1.0196 4.2273
H -5.5142 1.6088 3.5597
C 2.5675 -1.6954 2.0381
C 1.3883 -1.8012 3.0124
C 0.9844 -3.3000 3.0738
C 0.2574 -0.9489 2.5399
C 1.7445 -1.3475 4.4401
C 0.7629 -1.3392 5.4321
C 1.0620 -0.9716 6.7334
C 2.3582 -0.6046 7.0706
C 3.3406 -0.6085 6.0948
C 3.0368 -0.9727 4.7875
H 2.2352 -1.9905 1.0401
H 3.3657 -2.3788 2.3298
H 2.9647 -0.6784 2.0045
H 0.7467 -3.6848 2.0810
H 0.1446 -3.4721 3.7433
H 1.8448 -3.8487 3.4575
H -0.3997 -0.6016 3.3345
H -0.2538 -1.6370 5.1970
H 0.2832 -0.9754 7.4848
H 2.5983 -0.3209 8.0866
H 4.3553 -0.3271 6.3452
H 3.8204 -0.9481 4.0446
O -0.3956 1.3927 -2.0928
P 0.0460 2.3299 -3.1697
C 0.6201 3.9282 -2.5550
C 1.9729 4.1869 -2.3412
C 2.3706 5.3775 -1.7489
C 1.4188 6.3150 -1.3719
C 0.0693 6.0679 -1.5899
C -0.3300 4.8782 -2.1778
C -1.2883 2.6929 -4.3251
C -2.3885 1.8414 -4.3358
C -3.4032 2.0297 -5.2639
C -3.3168 3.0649 -6.1826
C -2.2237 3.9231 -6.1692
C -1.2113 3.7408 -5.2414
C 1.3826 1.6338 -4.1613
C 1.5993 0.2634 -4.0519
C 2.5168 -0.3730 -4.8773
C 3.2298 0.3674 -5.8078
C 3.0276 1.7396 -5.9141
C 2.1029 2.3731 -5.1000
H 2.7170 3.4600 -2.6449
H 3.4221 5.5771 -1.5880
H 1.7305 7.2453 -0.9151
H -0.6702 6.8053 -1.3059
H -1.3826 4.6841 -2.3489
H -2.4432 1.0422 -3.6064
H -4.2607 1.3696 -5.2696
H -4.1056 3.2104 -6.9089
H -2.1633 4.7359 -6.8807
H -0.3721 4.4261 -5.2202
H 1.0414 -0.2955 -3.3099
H 2.6767 -1.4410 -4.7864
H 3.9460 -0.1231 -6.4539
H 3.5860 2.3142 -6.6413
H 1.9450 3.4406 -5.1964
C 3.9595 -0.5478 -1.6516
C 4.4630 -1.8439 -2.2420
C 5.7952 -1.9240 -2.6428
C 6.3378 -3.1085 -3.1144
C 5.5564 -4.2521 -3.1577
C 4.2266 -4.1841 -2.7705
C 3.6543 -2.9845 -2.3495
Sb 1.5674 -2.8331 -1.8409
C 1.5312 -4.5582 -0.5562
C 2.6873 -4.8704 0.1584
C 2.7007 -5.9068 1.0817
C 1.5448 -6.6389 1.3040
C 0.3833 -6.3173 0.6177
C 0.3535 -5.2766 -0.3084
C -0.9399 -4.9437 -1.0055
C 0.6252 -3.6542 -3.6090
C 1.1559 -4.7895 -4.2268
C 0.5829 -5.3374 -5.3616
C -0.5514 -4.7497 -5.9031
C -1.0975 -3.6377 -5.2907
C -0.5321 -3.0747 -4.1438
C -1.2449 -1.8798 -3.5577
H 4.7884 0.1421 -1.4937
H 3.4762 -0.7190 -0.6873
H 3.2334 -0.0553 -2.3051
H 6.4201 -1.0414 -2.5705
H 7.3751 -3.1421 -3.4215
H 5.9795 -5.1940 -3.4816
H 3.6491 -5.0977 -2.7545
H 3.5962 -4.3043 -0.0107
H 3.6096 -6.1406 1.6214
H 1.5455 -7.4593 2.0099
H -0.5234 -6.8821 0.8038
H -1.7876 -5.3989 -0.4924
H -0.9381 -5.2949 -2.0388
H -1.1039 -3.8621 -1.0372
H 2.0282 -5.2736 -3.8160
H 1.0169 -6.2184 -5.8162
H -1.0134 -5.1631 -6.7901
H -1.9929 -3.1856 -5.7035
H -2.3087 -2.0984 -3.4463
H -1.1635 -1.0178 -4.2232
H -0.8574 -1.5802 -2.5842
```

max |F|	0.47	eV/Å
charge	+1
HOMO energy (spin up / spin down)	-9.870 / -9.870	eV

Results of the Löwdin charge analysis, in e, for atoms 1 through 6:
1 Bi 1.28
2 N -0.02
3 C -0.27
4 C -0.27
5 N 0.02
6 H 0.02

A 16-piece molecular cluster, C67H90BN16O5 overall in a non-equilibrium geometry. Source: the Open Molecules 2025 dataset; level of theory: ωB97M-V/def2-TZVPD.

```
179
C67H90BN16O5 | the Open Molecules 2025 dataset | ωB97M-V/def2-TZVPD
C -1.7165 1.8807 -0.3434
C -2.3607 0.3588 -0.5078
C -1.2589 -0.8487 -0.3613
C -1.0375 -1.3946 1.1755
O -0.4395 -0.4140 2.0966
C 1.0492 -0.4188 1.9978
N 1.4014 0.5441 0.8862
C 2.6740 0.1690 0.1595
B 2.5715 0.9145 -1.3402
O 2.9270 2.3461 -1.4880
O 2.0626 0.0571 -2.4681
C 1.6605 0.0350 3.4795
O 1.0519 0.9876 4.2357
O 2.8732 -0.6064 4.0693
H -1.8454 2.2994 0.7417
H -0.5800 1.9444 -0.6143
H -2.2915 2.6109 -1.0724
H -2.7510 0.3131 -1.6350
H -3.2254 0.2085 0.2662
H -1.6942 -1.7739 -0.9742
H -0.2779 -0.4882 -0.8969
H -2.1295 -1.6221 1.5983
H -0.4281 -2.4206 1.1429
H 1.4556 -1.5135 1.8085
H 1.3878 1.5429 1.1883
H 3.6520 0.5085 0.7540
H 2.8127 -1.0017 0.0000
H 2.2172 2.8681 -0.9794
H 1.0996 0.3624 -2.5802
N 8.3569 1.2865 2.1962
C 7.9227 1.4285 0.9040
C 6.5572 1.6047 0.9308
C 6.1546 1.5738 2.2874
C 7.2863 1.3790 3.0471
H 9.3172 1.1378 2.4780
H 8.6204 1.3905 0.0782
H 5.9201 1.7420 0.0668
H 5.1476 1.6827 2.6690
H 7.4209 1.2972 4.1174
N -3.8898 3.6227 3.0250
C -2.8627 4.0685 3.8156
C -2.8955 5.4451 3.8200
C -3.9844 5.8435 3.0082
C -4.5825 4.6981 2.5326
H -4.1037 2.6522 2.8354
H -2.1972 3.3698 4.3047
H -2.2101 6.0924 4.3515
H -4.2988 6.8568 2.7943
H -5.4386 4.5566 1.8865
N -0.9697 -2.7199 4.7257
C -1.7991 -2.9374 5.7950
C -2.3564 -4.1887 5.6537
C -1.8405 -4.7478 4.4603
C -0.9846 -3.8207 3.9091
H -0.4304 -1.8792 4.5648
H -1.9225 -2.1846 6.5619
H -3.0578 -4.6494 6.3371
H -2.0682 -5.7222 4.0476
H -0.3874 -3.8494 3.0074
N 2.2284 2.2421 -4.7063
C 1.8014 1.3987 -5.6987
C 1.1762 2.1578 -6.6626
C 1.2333 3.5072 -6.2394
C 1.8910 3.5306 -5.0299
H 2.7169 1.9583 -3.8669
H 1.9771 0.3333 -5.6334
H 0.7284 1.7805 -7.5728
H 0.8379 4.3691 -6.7611
H 2.1459 4.3515 -4.3730
N 1.2811 -6.4306 4.1819
C 2.5454 -6.1487 4.6295
C 3.2431 -7.3333 4.7081
C 2.3706 -8.3652 4.2873
C 1.1669 -7.7793 3.9655
H 0.5474 -5.7499 4.0335
H 2.8392 -5.1322 4.8548
H 4.2700 -7.4422 5.0321
H 2.5963 -9.4220 4.2251
H 0.2409 -8.2056 3.6033
N -6.2408 -0.2273 1.6153
C -6.6678 -1.0707 0.6229
C -7.2930 -0.3117 -0.3410
C -7.2358 1.0377 0.0822
C -6.5782 1.0611 1.2916
H -5.7523 -0.5111 2.4546
H -6.4920 -2.1361 0.6881
H -7.7407 -0.6889 -1.2513
H -7.6312 1.8997 -0.4395
H -6.3233 1.8820 1.9486
N -9.3689 -1.7568 2.7345
C -10.2902 -0.7679 2.9623
C -11.5412 -1.3434 2.9616
C -11.3678 -2.7291 2.7312
C -10.0164 -2.9570 2.5975
H -8.3677 -1.6221 2.6773
H -9.9777 0.2581 3.1034
H -12.4774 -0.8218 3.1121
H -12.1449 -3.4799 2.6700
H -9.4618 -3.8679 2.4158
N 3.3033 3.5657 -9.0842
C 4.5004 3.8712 -9.6778
C 4.2680 4.0879 -11.0177
C 2.8810 3.9127 -11.2388
C 2.3093 3.5937 -10.0275
H 3.1736 3.3537 -8.1035
H 5.4128 3.9066 -9.0979
H 5.0163 4.3456 -11.7559
H 2.3557 4.0094 -12.1802
H 1.2831 3.3836 -9.7570
N 1.1282 5.6354 0.7542
C 1.5693 6.5883 -0.1267
C 2.9124 6.7894 0.1013
C 3.2960 5.9231 1.1528
C 2.1754 5.2201 1.5350
H 0.1787 5.2918 0.8176
H 0.8913 7.0416 -0.8373
H 3.5475 7.4841 -0.4328
H 4.2835 5.8223 1.5842
H 2.0336 4.4629 2.2945
N 7.7913 -1.9409 -2.2267
C 7.8183 -1.7907 -3.5887
C 7.6728 -0.4511 -3.8722
C 7.5601 0.2314 -2.6374
C 7.6395 -0.7125 -1.6380
H 7.8719 -2.8204 -1.7331
H 7.9368 -2.6479 -4.2380
H 7.6515 -0.0126 -4.8614
H 7.4351 1.2967 -2.4927
H 7.5996 -0.6155 -0.5612
N -3.2855 -10.8404 3.1928
C -3.0234 -12.1273 3.5848
C -1.7425 -12.1662 4.0888
C -1.2158 -10.8552 4.0033
C -2.1908 -10.0565 3.4490
H -4.1516 -10.5193 2.7800
H -3.7681 -12.9035 3.4703
H -1.2420 -13.0436 4.4774
H -0.2314 -10.5289 4.3132
H -2.1988 -9.0004 3.2144
N -0.7477 9.2484 -2.2923
C -1.6125 10.3113 -2.2611
C -0.8669 11.4681 -2.3064
C 0.4953 11.0894 -2.3733
C 0.5396 9.7133 -2.3660
H -1.0172 8.2736 -2.2661
H -2.6814 10.1539 -2.2079
H -1.2615 12.4758 -2.2940
H 1.3516 11.7496 -2.4222
H 1.3749 9.0268 -2.4056
N -4.3563 3.2912 7.8682
C -4.7905 3.4331 6.5759
C -6.1560 3.6093 6.6027
C -6.5586 3.5785 7.9593
C -5.4269 3.3837 8.7190
H -3.3960 3.1424 8.1499
H -4.0929 3.3951 5.7501
H -6.7931 3.7466 5.7387
H -7.5656 3.6873 8.3409
H -5.2923 3.3018 9.7893
N 8.1062 -3.3541 -7.3311
C 7.6792 -4.1975 -8.3236
C 7.0540 -3.4385 -9.2875
C 7.1112 -2.0891 -8.8643
C 7.7688 -2.0657 -7.6548
H 8.5947 -3.6379 -6.4918
H 7.8550 -5.2629 -8.2583
H 6.6063 -3.8157 -10.1977
H 6.7158 -1.2271 -9.3860
H 8.0237 -1.2448 -6.9979
N -1.0394 -5.4132 -1.2110
C -1.4737 -5.2713 -2.5032
C -2.8391 -5.0951 -2.4764
C -3.2417 -5.1260 -1.1199
C -2.1100 -5.3208 -0.3601
H -0.0792 -5.5620 -0.9293
H -0.7760 -5.3093 -3.3290
H -3.4762 -4.9578 -3.3405
H -4.2487 -5.0171 -0.7383
H -1.9755 -5.4026 0.7102
```

max |F|	7.90	eV/Å
charge	-1
HOMO energy	-5.163	eV

Results of the Löwdin charge analysis, in e, for atoms 1 through 6:
1 C -0.14
2 C -0.23
3 C -0.18
4 C -0.21
5 O -0.18
6 C -0.25

Record-wise total energy values, in eV: -210529.617 -105689.524